P.
18
Properties=species:S:1:pos:R:3 method="wB97M-V/def2-TZVPD" gap_ha=0.3493 total_charge=0 smiles="[H]/N=[SiH]/N.CCC"
C 1.391 1.618 1.082
C 1.629 0.067 1.259
C 1.477 -0.719 -0.067
N -4.673 -1.150 -0.276
N -2.057 -0.521 -1.171
Si -3.460 -0.039 -0.179
H 2.105 1.973 0.372
H 0.491 1.782 0.611
H 1.546 1.997 2.057
H 2.597 -0.063 1.662
H 0.923 -0.267 2.073
H 1.750 -0.049 -0.966
H 0.373 -0.886 -0.256
H 1.845 -1.621 -0.162
H -5.585 -0.947 0.085
H -1.582 0.051 -1.927
H -2.380 -1.523 -1.412
H -2.845 1.064 0.595

---

Q.
18
Properties=species:S:1:pos:R:3 method="wB97M-V/def2-TZVPD" gap_ha=0.3251 total_charge=0
C 1.193 0.956 -1.324
C 1.701 0.279 1.001
C -0.637 -1.212 1.030
N 0.809 0.786 0.061
N -0.731 -0.218 0.022
Si -2.362 0.493 -0.122
H 1.744 1.910 -1.468
H 1.952 0.154 -1.655
H 0.206 1.012 -1.895
H 1.290 0.284 2.141
H 2.242 -0.668 0.827
H 2.702 0.943 1.161
H 0.296 -1.670 0.812
H -0.697 -0.804 2.060
H -1.600 -1.826 0.853
H -2.627 0.891 1.317
H -2.573 1.814 -0.889
H -2.874 -0.564 -0.858

---

P is preferred energetically. Next in line: 3.060 eV higher.

---

P.
10
Properties=species:S:1:pos:R:3 method="wB97M-V/def2-TZVPD" gap_ha=0.3201 total_charge=0 smiles="CC(=O)SSN=O"
C 0.610 0.098 -1.420
C -0.002 0.064 -0.142
N 2.089 -2.119 -4.154
O 0.231 0.526 -2.426
O 1.042 -2.696 -4.163
S 2.392 -0.577 -1.255
S 2.961 -1.241 -3.233
H 0.671 0.375 0.768
H -0.570 -0.777 0.073
H -0.722 0.843 -0.114

---

Q.
10
Properties=species:S:1:pos:R:3 method="wB97M-V/def2-TZVPD" gap_ha=0.3571 total_charge=0
C -1.476 -0.031 0.130
C -0.061 0.010 -0.187
N -2.225 0.956 0.383
O -4.458 0.101 1.272
O -4.275 0.704 -1.204
S -2.418 -1.491 -0.231
S -3.743 0.222 0.051
H 0.618 0.813 0.329
H 0.020 -0.023 -1.263
H 0.673 -0.863 0.027

---

R.
10
Properties=species:S:1:pos:R:3 method="wB97M-V/def2-TZVPD" gap_ha=0.3240 total_charge=0 smiles="CC(=O)SSN=O"
C 0.421 -0.112 -0.489
C 1.800 0.055 0.088
N -2.954 0.588 0.237
O -0.132 0.557 -1.300
O -2.329 1.505 0.727
S -0.641 -1.613 0.160
S -2.593 -0.925 -0.034
H 1.955 -0.325 1.155
H 2.072 1.016 -0.190
H 2.402 -0.746 -0.353

---

S.
10
Properties=species:S:1:pos:R:3 method="wB97M-V/def2-TZVPD" gap_ha=0.2885 total_charge=0
C 1.037 -1.320 -0.101
C 2.087 1.338 0.151
N -1.982 1.250 0.190
O 0.201 -0.951 0.694
O -1.572 -0.583 -1.416
S 2.346 0.001 -0.633
S -2.061 -0.251 -0.077
H 1.017 -2.171 -0.656
H 1.164 1.324 0.745
H -2.235 1.363 1.103

---

Q is preferred energetically. Next in line: 1.097 eV higher.

---

P.
50
Properties=species:S:1:pos:R:3 method="wB97M-V/def2-TZVPD" gap_ha=0.3110 total_charge=0 smiles="CC(=O)N(CCc1cccc(C)c1)Cc1cc2cc(C)ccc2[nH]c1=O"
C -1.977 -2.478 -2.083
C -1.637 -2.417 -0.609
O -1.989 -3.297 0.154
N -0.916 -1.349 -0.182
C -0.477 -0.265 -1.038
C 0.903 0.218 -0.681
C 1.957 -0.617 -0.544
C 3.257 -0.143 -0.195
C 4.363 -0.987 -0.036
C 5.602 -0.487 0.301
C 5.744 0.894 0.484
C 4.677 1.749 0.336
C 3.421 1.241 -0.005
N 2.335 2.060 -0.158
C 1.060 1.657 -0.480
O 0.163 2.479 -0.573
H 2.458 3.056 -0.017
H 4.800 2.812 0.480
H 6.712 1.291 0.748
C 6.789 -1.384 0.476
H 7.167 -1.315 1.496
H 7.592 -1.087 -0.197
H 6.528 -2.419 0.273
H 4.226 -2.049 -0.183
H 1.823 -1.680 -0.692
H -0.463 -0.605 -2.074
H -1.165 0.586 -0.969
C -0.751 -1.168 1.250
H 0.314 -1.155 1.506
H -1.207 -2.045 1.713
C -1.419 0.116 1.765
C -2.803 0.296 1.203
C -3.779 -0.677 1.380
C -5.033 -0.510 0.821
C -5.326 0.625 0.086
C -4.367 1.613 -0.094
C -3.111 1.434 0.469
H -2.356 2.196 0.329
C -4.682 2.857 -0.870
H -5.187 3.579 -0.227
H -3.771 3.318 -1.245
H -5.341 2.637 -1.707
H -6.308 0.747 -0.351
H -5.785 -1.274 0.955
H -3.557 -1.570 1.944
H -1.463 0.053 2.855
H -0.810 0.983 1.505
H -1.082 -2.578 -2.693
H -2.526 -1.589 -2.385
H -2.603 -3.353 -2.240

---

Q.
50
Properties=species:S:1:pos:R:3 method="wB97M-V/def2-TZVPD" gap_ha=0.1025 total_charge=0
C -1.180 -4.548 1.492
N -1.292 -3.120 1.196
C -0.256 -2.234 1.195
C -0.735 -0.938 0.938
C 0.022 0.253 0.995
C -0.421 1.572 0.631
C -1.218 1.839 -0.502
C -1.681 3.107 -0.762
C -1.384 4.168 0.091
C -1.974 5.520 -0.142
C -0.559 3.930 1.189
C -0.069 2.672 1.439
C -2.173 -1.061 0.809
C -3.197 -0.116 0.672
C -4.503 -0.539 0.640
C -4.815 -1.895 0.757
C -3.825 -2.837 0.929
C -2.493 -2.421 0.963
H -2.151 -5.035 1.469
H -0.536 -5.035 0.765
H -0.748 -4.692 2.479
H 0.769 -2.509 1.376
H 0.973 0.183 1.497
H -1.465 1.028 -1.165
H -2.288 3.294 -1.634
H -1.622 6.242 0.598
H -1.714 5.902 -1.130
H -3.063 5.485 -0.073
H -0.327 4.740 1.862
H 0.562 2.495 2.290
H -2.967 0.930 0.616
H -5.296 0.186 0.539
H -5.848 -2.203 0.724
H -4.066 -3.876 1.049
O 5.994 0.480 -0.215
C 5.038 1.077 -0.707
C 3.861 0.235 -1.174
C 4.143 -0.387 -2.552
C 3.575 -1.820 -2.496
C 3.053 -2.016 -1.060
N 3.590 -0.898 -0.258
O 4.931 2.287 -0.897
H 2.967 0.876 -1.223
H 3.708 0.203 -3.366
H 5.224 -0.399 -2.727
H 2.784 -1.975 -3.238
H 4.353 -2.558 -2.724
H 1.957 -1.998 -1.032
H 3.381 -2.975 -0.640
H 2.984 -0.617 0.518

---

P is preferred energetically. Next in line: 5.369 eV higher.

---

P.
65
Properties=species:S:1:pos:R:3 method="wB97M-V/def2-TZVPD" spin_multiplicity=2 gap_ha="0.2956 / 0.3090" total_charge=+1 s_squared=1.2329
Co -0.292 0.115 0.000
C 2.058 2.744 0.087
C 1.307 2.732 -1.234
N 0.826 1.378 -1.534
C 0.029 1.302 -2.763
C -1.367 1.817 -2.500
N -1.944 1.142 -1.327
C -3.073 1.941 -0.818
C -3.903 1.257 0.251
C -3.271 1.262 1.626
N -2.075 0.411 1.742
C -1.353 0.720 2.977
C -0.453 1.940 2.777
N 0.036 2.041 1.395
C 1.168 2.983 1.292
H 2.587 1.792 0.200
H 2.822 3.524 0.074
H 0.451 3.412 -1.184
H 1.938 3.099 -2.051
H 1.636 0.792 -1.691
H 0.493 1.864 -3.581
H -0.008 0.252 -3.059
H -1.347 2.888 -2.288
H -1.995 1.692 -3.387
H -2.322 0.247 -1.627
H -2.664 2.877 -0.419
H -3.723 2.229 -1.652
H -4.858 1.783 0.320
H -4.159 0.238 -0.054
H -2.971 2.286 1.873
H -4.010 0.974 2.383
H -2.374 -0.557 1.772
H -2.042 0.911 3.809
H -0.757 -0.145 3.245
H -0.957 2.864 3.085
H 0.414 1.839 3.432
H -0.727 2.413 0.835
H 0.801 4.017 1.276
H 1.765 2.885 2.200
Br -2.656 -1.970 -0.514
C -1.409 -3.118 -1.365
C -1.914 -4.303 -1.806
C -1.060 -5.228 -2.439
C 0.257 -4.925 -2.578
C 0.787 -3.698 -2.103
C 2.175 -3.469 -2.231
C 2.712 -2.328 -1.724
C 1.868 -1.372 -1.124
C 0.493 -1.465 -1.015
C -0.048 -2.717 -1.486
H -2.962 -4.530 -1.670
H -1.459 -6.168 -2.796
H 0.935 -5.627 -3.048
H 2.792 -4.222 -2.707
H 3.779 -2.146 -1.777
H 2.388 -0.531 -0.667
C 3.989 -0.702 3.008
C 2.794 -1.656 3.039
C 1.685 -1.159 2.224
N 0.815 -0.780 1.585
H 4.773 -1.078 3.662
H 3.705 0.292 3.352
H 4.397 -0.619 2.001
H 2.420 -1.803 4.053
H 3.055 -2.641 2.648

---

Q.
65
Properties=species:S:1:pos:R:3 method="wB97M-V/def2-TZVPD" spin_multiplicity=2 gap_ha="0.2991 / 0.2999" total_charge=+1 s_squared=0.9654
Co 0.532 0.215 -0.303
C 3.259 -0.536 -2.302
C 2.831 0.911 -2.475
N 1.426 1.080 -2.099
C 0.919 2.448 -2.302
C -0.216 2.784 -1.317
N -0.927 1.587 -0.822
C -2.073 1.202 -1.686
C -1.700 0.519 -2.998
C -1.348 -0.961 -2.874
N -0.450 -1.231 -1.740
C 0.359 -2.442 -1.878
C 1.288 -2.570 -0.680
N 1.891 -1.281 -0.274
C 3.230 -1.001 -0.849
H 4.287 -0.633 -2.654
H 2.661 -1.191 -2.942
H 3.007 1.251 -3.501
H 3.435 1.538 -1.817
H 0.880 0.436 -2.661
H 0.633 2.610 -3.345
H 1.735 3.140 -2.095
H -0.916 3.488 -1.775
H 0.220 3.266 -0.446
H -1.317 1.810 0.089
H -2.633 2.113 -1.916
H -2.725 0.558 -1.101
H -0.900 1.070 -3.497
H -2.558 0.600 -3.667
H -0.860 -1.300 -3.791
H -2.266 -1.551 -2.780
H -1.053 -1.336 -0.921
H 0.913 -2.379 -2.816
H -0.255 -3.348 -1.938
H 2.067 -3.313 -0.874
H 0.708 -2.936 0.168
H 2.045 -1.338 0.730
H 3.842 -1.901 -0.742
H 3.673 -0.224 -0.223
Br 2.725 2.637 0.658
C 1.795 2.510 2.317
C 2.027 3.528 3.196
C 1.517 3.450 4.505
C 0.859 2.325 4.899
C 0.630 1.258 3.997
C 0.022 0.067 4.469
C -0.164 -0.980 3.624
C 0.168 -0.838 2.257
C 0.705 0.304 1.703
C 1.033 1.352 2.632
H 2.629 4.375 2.896
H 1.693 4.263 5.196
H 0.511 2.220 5.919
H -0.261 0.007 5.512
H -0.594 -1.907 3.983
H -0.089 -1.680 1.620
C -4.880 -3.378 0.586
C -4.266 -2.497 1.676
C -3.281 -1.556 1.143
N -2.511 -0.802 0.744
H -5.674 -3.986 1.014
H -4.134 -4.045 0.156
H -5.307 -2.773 -0.212
H -3.766 -3.100 2.436
H -5.030 -1.910 2.187

---

Q is preferred energetically. Next in line: 0.504 eV higher.